# 1
{
  "formula": "C4H16N2O2",
  "method": "the ωB97M-V functional and the def2-TZVPD basis",
  "species": ["C", "C", "C", "C", "N", "N", "H", "H", "H", "H", "H", "H", "H", "H", "H", "H", "H", "H", "H", "H", "O", "H", "H", "O"],
  "coordinates": [[-1.956, -0.812, 0.966], [-1.409, 0.608, 1.160], [-0.833, 1.258, -0.117], [1.251, 2.065, -1.088], [0.627, 1.270, -0.019], [-1.217, -1.898, 1.626], [-2.986, -0.857, 1.311], [-2.146, -1.051, -0.090], [-0.634, 0.624, 1.925], [-2.217, 1.262, 1.480], [-1.277, 0.744, -0.985], [-1.123, 2.305, -0.198], [2.022, 1.525, -1.626], [1.618, 2.981, -0.625], [0.533, 2.287, -1.885], [0.924, 0.301, -0.077], [-0.255, -1.772, 1.317], [-1.200, -1.720, 2.622], [0.773, -2.641, -2.458], [0.406, -1.434, -1.643], [0.234, -1.844, -2.499], [3.132, -0.368, 0.569], [3.136, -1.812, 0.236], [2.597, -1.023, 0.102]],
  "lumo_energy_ev": 0.306,
  "smiles": "CNCCCN.O.O"
}



# 2
{
  "formula": "C6H8F3NO3",
  "method": "the ωB97M-V functional and the def2-TZVPD basis",
  "species": ["C", "C", "C", "C", "C", "C", "N", "O", "O", "O", "F", "F", "F", "H", "H", "H", "H", "H", "H", "H", "H"],
  "coordinates": [[-0.759, 1.745, -0.172], [0.059, -1.635, 0.521], [-1.449, -1.123, 0.163], [-0.969, 0.789, -1.147], [0.999, -0.554, 0.858], [2.133, -0.317, -0.160], [-1.460, -0.486, -1.071], [-1.062, 1.662, 1.126], [-0.056, 2.840, -0.505], [0.861, 0.178, 1.847], [1.599, -0.076, -1.369], [2.850, 0.818, 0.173], [2.969, -1.363, -0.292], [-0.122, -2.260, 1.432], [0.398, -2.184, -0.254], [-1.849, -2.123, 0.226], [-1.952, -0.432, 0.831], [-0.602, 1.068, -2.202], [-1.087, -1.180, -1.746], [-0.351, 1.189, 1.497], [-0.150, 3.444, 0.244]],
  "lumo_energy_ev": [-0.162, -0.162],
  "smiles": "O=C(CCNC=C(O)O)C(F)(F)F"
}



# 3
{
  "formula": "C7H7N4S5SbSeTc",
  "method": "the ωB97M-V functional and the def2-TZVPD basis",
  "species": ["Tc", "N", "C", "S", "N", "N", "C", "C", "C", "C", "C", "C", "N", "H", "H", "H", "H", "H", "H", "H", "S", "Sb", "S", "S", "S", "Se"],
  "coordinates": [[-0.785, 0.336, 0.548], [-2.433, -3.196, 2.418], [-1.741, -2.314, 1.691], [-2.588, -0.819, 1.236], [-0.526, -2.596, 1.320], [-0.017, -1.583, 0.544], [0.944, -1.858, -0.262], [1.311, -0.776, -1.165], [2.349, -0.848, -2.077], [2.579, 0.233, -2.915], [1.768, 1.353, -2.825], [0.743, 1.361, -1.898], [0.513, 0.322, -1.085], [-3.375, -3.007, 2.704], [-2.013, -4.078, 2.662], [1.376, -2.849, -0.313], [2.965, -1.735, -2.121], [3.388, 0.197, -3.632], [1.918, 2.214, -3.460], [0.085, 2.209, -1.780], [-1.380, 4.225, -0.064], [-2.797, 3.886, 1.827], [-2.150, 2.261, 0.152], [0.515, 2.925, 2.496], [-1.170, 3.415, 3.551], [0.522, 0.722, 2.448]],
  "lumo_energy_ev": -4.621,
  "charge": 1
}



# 4
{
  "formula": "CHN3O2",
  "method": "the ωB97M-V functional and the def2-TZVPD basis",
  "species": ["C", "N", "N", "N", "O", "O", "H"],
  "coordinates": [[0.355, -1.366, 0.570], [3.582, -0.825, -1.979], [2.812, -0.149, -1.539], [-0.576, -0.631, 0.488], [1.159, -2.202, 0.597], [1.960, 0.524, -1.175], [-0.797, 0.345, 0.822]],
  "multiplicity": 3,
  "lumo_energy_ev": [0.610, -3.911],
  "s2": 2.02
}



Repeat the fourth record exactly.
{
  "formula": "CHN3O2",
  "method": "the ωB97M-V functional and the def2-TZVPD basis",
  "species": ["C", "N", "N", "N", "O", "O", "H"],
  "coordinates": [[0.355, -1.366, 0.570], [3.582, -0.825, -1.979], [2.812, -0.149, -1.539], [-0.576, -0.631, 0.488], [1.159, -2.202, 0.597], [1.960, 0.524, -1.175], [-0.797, 0.345, 0.822]],
  "multiplicity": 3,
  "lumo_energy_ev": [0.610, -3.911],
  "s2": 2.02
}



Q: What is the formula in the first record?
A: C4H16N2O2



Q: Which formula does entry 2 have?
A: C6H8F3NO3



Q: Number 3 is which compound?
A: C7H7N4S5SbSeTc